# 1
Below is a 2-piece molecular cluster, C5H9NO overall in a non-equilibrium geometry, with properties calculated with ωB97M-V with the def2-TZVPD basis set.

relative energy (zero: lowest compared OMol25 entry of this formula, charge and spin): 27.3 kcal per mole
LUMO level: 0.03301 Eh
strongest force on any atom: 1.40 eV/A
E_HOMO: -9.798 eV
molecular weight: 99.13 g/mol
frontier orbital gap: 10.696 eV

Structure (ORCA input):
```
! wB97M-V def2-TZVPD RIJCOSX def2/J DEFGRID3
* xyz 0 1
C -2.03216 1.13140 0.14152
O 0.00858 0.28498 -1.46785
C 0.76708 -0.17162 -0.63505
C 1.28435 -1.56995 -0.80317
C 1.22363 0.60615 0.58596
C -1.69182 -0.15955 0.76984
N -1.41670 -1.14965 1.30698
H -2.96767 1.02469 -0.40862
H -2.12102 1.87972 0.92762
H -1.28734 1.47937 -0.58114
H 2.37467 -1.58761 -0.71870
H 0.96896 -1.92178 -1.78711
H 0.85524 -2.21131 -0.02613
H 0.86509 0.11326 1.49615
H 0.85225 1.63407 0.56882
H 2.31686 0.61783 0.63088
*
```

Results of the Löwdin charge analysis, in e, for atoms 1 through 2: -0.0628 0.0192

---

# 2
Below is C15H25CrN5O4S as an isolated structure in a non-equilibrium geometry, with properties calculated with ωB97M-V with the def2-TZVPD basis set.

relative energy (zero: lowest compared OMol25 entry of this formula, charge and spin): 13.4 kcal per mole
<S²>: 3.81
LUMO level (alpha / beta): -0.37948 / -0.33994 Eh
strongest force on any atom: 1.17 eV/A
E_HOMO (alpha / beta): -17.873 / -17.941 eV
molecular weight: 423.46 g/mol
frontier orbital gap (alpha / beta): 7.546 / 8.691 eV

Structure (ORCA input):
```
! wB97M-V def2-TZVPD RIJCOSX def2/J DEFGRID3
* xyz 3 4
Cr 0.53889 -0.05442 0.40932
C 3.54638 0.13480 0.02850
C 3.12811 -1.25261 0.46230
O 2.05400 -1.05628 1.40776
C 1.60690 -2.23316 2.10601
C 0.44133 -1.77319 2.96630
O -0.39028 -0.83163 2.22600
C -0.78065 0.33601 2.99469
C 0.36431 1.32013 3.08737
O 0.77235 1.58408 1.73642
C 1.97014 2.36457 1.58022
C 2.35218 2.26389 0.11443
O 2.35573 0.88783 -0.32802
H 4.20696 0.07878 -0.83604
H 4.06864 0.63962 0.84141
H 3.96717 -1.76607 0.93279
H 2.76731 -1.85201 -0.38011
H 2.40578 -2.62388 2.73758
H 1.31091 -2.99402 1.38465
H 0.81215 -1.28410 3.86609
H -0.16646 -2.62691 3.26372
H -1.12206 0.04405 3.98749
H -1.61047 0.78471 2.44736
H 1.20969 0.92008 3.65453
H 0.01866 2.23751 3.56741
H 2.74572 1.98112 2.24903
H 1.77567 3.40842 1.83213
H 3.32251 2.72473 -0.06646
H 1.59803 2.76483 -0.48906
N -1.16236 3.06508 -4.99582
C -0.57855 2.09271 -4.31754
N 0.15350 1.17777 -4.94407
N -0.76119 2.08748 -2.99454
C -0.53070 1.45440 -1.95540
N -0.41698 0.96690 -0.88293
H -1.06958 3.14895 -5.99568
H -1.71406 3.74999 -4.50509
H 0.28582 1.20993 -5.94340
H 0.63028 0.44934 -4.44398
S -0.26893 -2.04963 -0.67700
C -2.01103 -1.89539 -0.61620
N -2.66821 -2.59226 0.33936
C -4.00958 -2.64821 0.44014
C -4.78993 -1.98150 -0.46963
C -4.15988 -1.26911 -1.48783
C -2.77486 -1.21919 -1.55613
H -2.10724 -3.15517 0.96545
H -4.42120 -3.23606 1.24856
H -5.86672 -2.03450 -0.40388
H -4.75257 -0.76762 -2.24200
H -2.27567 -0.68080 -2.34623
*
```

Results of the Löwdin charge analysis, in e, for atoms 1 through 2: 0.8239 -0.0856

---

# 3
Below is a 2-piece molecular cluster, C2H8N2O3S overall in a non-equilibrium geometry, with properties calculated with ωB97M-V with the def2-TZVPD basis set.

relative energy (zero: lowest compared OMol25 entry of this formula, charge and spin): 117.1 kcal per mole
LUMO level: 0.00950 Eh
strongest force on any atom: 6.16 eV/A
E_HOMO: -9.574 eV
molecular weight: 140.16 g/mol
frontier orbital gap: 9.832 eV

Structure (ORCA input):
```
! wB97M-V def2-TZVPD RIJCOSX def2/J DEFGRID3
* xyz 0 1
C 0.03163 1.77842 -0.82299
C 0.89348 -2.10058 -0.40321
N -2.16174 0.06136 1.57399
N -0.63645 -0.16641 -0.67054
O -2.69443 -1.39806 -0.27791
O -2.87754 1.02287 -0.57273
O 0.22066 -0.87798 0.18022
S -2.17829 -0.10137 -0.05102
H -0.11002 2.12899 0.20938
H 1.02697 1.66952 -1.31837
H -0.59822 2.22910 -1.50586
H 1.59011 -1.95258 -1.18361
H 0.21925 -2.92800 -0.56324
H 1.40954 -2.16637 0.56802
H -1.91174 0.92260 1.93931
H -1.88256 -0.65612 2.05910
*
```

Results of the Löwdin charge analysis, in e, for atoms 1 through 2: 0.1366 -0.0014

---

# 4
Below is a 2-piece molecular cluster, C4H12 overall in a non-equilibrium geometry, with properties calculated with ωB97M-V with the def2-TZVPD basis set.

relative energy (zero: lowest compared OMol25 entry of this formula, charge and spin): 33.7 kcal per mole
LUMO level: 0.03998 Eh
strongest force on any atom: 4.93 eV/A
E_HOMO: -11.093 eV
molecular weight: 60.14 g/mol
frontier orbital gap: 12.181 eV

Structure (ORCA input):
```
! wB97M-V def2-TZVPD RIJCOSX def2/J DEFGRID3
* xyz 0 1
C 2.37399 -1.00365 1.69634
C 2.06655 0.30639 0.83274
H 3.42630 -1.30061 1.22247
H 2.25358 -0.90002 2.73497
H 1.95658 -1.94896 1.39855
H 3.01293 0.72735 0.53299
H 1.63163 1.08712 1.49342
H 1.30622 0.14059 0.04528
C -2.38262 -0.16846 -1.76306
C -2.14822 0.81074 -0.67145
H -3.25452 0.03774 -2.34166
H -1.68064 0.03419 -2.71660
H -2.26084 -1.16984 -1.37670
H -2.67725 1.66758 -0.83654
H -1.07227 1.17515 -0.52483
H -2.55141 0.50469 0.27408
*
```

Results of the Löwdin charge analysis, in e, for atoms 1 through 2: -0.1524 -0.1564

---

# 5
Below is a 2-piece molecular cluster, C17H14BrCl3O3 overall in a non-equilibrium geometry, with properties calculated with ωB97M-V with the def2-TZVPD basis set.

LUMO level: -0.05196 Eh
strongest force on any atom: 5.47 eV/A
E_HOMO: -8.536 eV
molecular weight: 452.56 g/mol
frontier orbital gap: 7.122 eV

Structure (ORCA input):
```
! wB97M-V def2-TZVPD RIJCOSX def2/J DEFGRID3
* xyz 0 1
C -3.57198 3.09268 -1.98642
C -2.29761 2.12385 -1.96902
C -2.32946 0.70597 -1.35843
C -1.04421 -0.18487 -1.32617
C 0.29547 0.32348 -1.89938
C 1.67698 -0.47025 -1.92252
C 2.17892 -1.00357 -0.50373
C 3.08299 -2.11637 -0.51609
C 3.60413 -2.69452 0.88355
O 3.85147 -3.92859 1.01818
C 3.77725 -1.63738 2.08011
C 2.88683 -0.53513 2.10756
C 2.87295 0.63507 3.18743
C 3.14280 0.17747 4.69360
O 3.50434 1.07106 5.50379
Br 2.91602 -1.64573 5.42026
C 1.79699 -0.40905 0.91755
O 0.71182 0.13527 1.22904
C 0.26983 1.75343 -2.55108
C -0.98209 2.65439 -2.59985
H -4.42833 2.70859 -2.64201
H -3.20148 4.12712 -2.31325
H -3.92659 3.17047 -0.88913
H -3.28481 0.28350 -0.89411
H -1.07348 -1.22698 -0.83843
H 1.61673 -1.32182 -2.69820
H 2.47233 0.25760 -2.33531
H 3.42743 -2.57412 -1.50337
H 4.56586 -1.76762 2.90926
H 1.87387 1.21674 3.20323
H 3.65956 1.41735 2.86799
H 1.24054 2.13264 -3.00790
H -0.98480 3.68914 -3.07277
C -5.60766 -2.13574 0.16840
Cl -5.82177 -1.50770 1.80820
Cl -7.17517 -2.36410 -0.62002
Cl -4.58255 -1.04934 -0.78485
H -5.11311 -3.10294 0.23388
*
```

Results of the Löwdin charge analysis, in e, for atoms 1 through 2: -0.0956 -0.2145

---

# 6
Below is a 2-piece molecular cluster, C2H3FIN overall in a non-equilibrium geometry, with properties calculated with ωB97M-V with the def2-TZVPD basis set.

relative energy (zero: lowest compared OMol25 entry of this formula, charge and spin): 127.5 kcal per mole
LUMO level (alpha / beta): -0.02493 / -0.02489 Eh
strongest force on any atom: 4.50 eV/A
E_HOMO (alpha / beta): -8.762 / -8.764 eV
molecular weight: 186.95 g/mol
frontier orbital gap (alpha / beta): 8.084 / 8.087 eV

Structure (ORCA input):
```
! wB97M-V def2-TZVPD RIJCOSX def2/J DEFGRID3
* xyz 0 1
C -0.59358 -0.58629 -0.56696
C 1.02216 0.83619 0.38012
N -1.47791 -0.58454 0.27520
F -2.73954 -1.23493 0.21399
I 2.82110 -0.10438 0.00197
H -0.28441 -0.90584 -1.51569
H 0.62749 1.71678 -0.11017
H 0.62470 0.86302 1.32153
*
```

Results of the Löwdin charge analysis, in e, for atoms 1 through 2: -0.0256 -0.5892

---

Which of these has the lowest molecular weight?
C4H12

---

The lowest strongest force on any atom belongs to which entry?
C15H25CrN5O4S

---

Among the records above, which one has the highest molecular weight?
C17H14BrCl3O3

---

Which of these has the highest strongest force on any atom?
C2H8N2O3S